# Ba2ClO4Pb2

Ba2ClO4Pb2 as an isolated structure at a distorted geometry (ωB97M-V with the def2-TZVPD basis set, the Open Molecules 2025 dataset).

Geometry (Å):
Ba1 -10.85 16.19 12.76
Ba2 -10.78 24.41 13.21
Pb1 -14.09 22.29 20.65
Pb2 -7.05 18.48 18.88
Cl1 -11.64 20.28 16.66
O1 -10.19 20.32 16.60
O2 -11.96 19.12 15.95
O3 -11.83 20.05 17.92
O4 -12.12 21.47 15.94

Properties
Strongest force on any atom, eV/A: 14.2
Net charge: +7
HOMO-LUMO gap, eV: 4.3
HOMO energy, eV: -26.206